ORCA calculation (ωB97M-V/def2-TZVPD) on a molecular structure, C17H13ClIrN3O5S in a non-equilibrium geometry.

XYZ file:
```
41
Properties=species:S:1:pos:R:3:forces:R:3
Ir 0.55700 0.00650 -0.10710 1.4 1.2 -0.6
Cl -1.10010 0.86700 3.53940 0.3 0.1 0.1
S 3.26010 0.89130 -0.33380 0.6 2.6 -0.4
O 2.53360 -0.40830 -0.42660 -0.7 -1.3 0.1
O -0.16500 2.53590 -0.37510 0.6 0.0 -0.2
O 4.02090 1.08940 0.84130 0.2 -0.3 -0.2
O -0.51180 4.04490 2.62450 -0.1 -0.1 0.2
O -1.38460 -0.56650 -0.07730 -0.7 -0.7 -0.4
N 1.87870 1.82910 -0.29990 -0.3 -2.6 -0.3
N -1.15910 0.41120 0.71400 -0.4 0.6 0.4
N -1.90690 1.55340 0.60860 0.8 0.3 0.1
C -1.00560 5.16620 0.17690 -0.5 -0.2 -0.1
C -0.41820 2.97580 2.11310 0.1 -0.3 -0.2
C 4.11760 1.11550 -1.87400 -0.4 -0.2 0.5
C 4.37420 2.17070 -3.99240 -0.1 0.0 0.2
C 0.38930 5.24250 0.16610 0.4 0.0 -0.2
C -3.19500 3.99120 0.12840 0.6 0.2 0.1
C 5.79960 0.32650 -3.37140 -0.3 0.0 0.3
C -1.83120 4.03100 0.32830 0.0 -0.4 -0.1
C -3.88920 2.76440 0.14060 0.1 -0.8 0.1
C 5.15120 0.23140 -2.14590 0.3 -0.1 0.0
C 1.13990 2.91600 -0.18160 -0.2 0.9 0.1
C 1.38930 4.26040 0.08550 -0.1 -0.3 -0.1
C 3.70820 2.07830 -2.77730 0.0 0.3 -0.1
C 0.24550 1.80600 2.80020 0.0 -0.1 0.6
C -3.23110 1.57770 0.33290 -1.4 0.3 -0.4
C -1.10750 2.75570 0.67750 0.1 0.9 0.4
C 5.39410 1.27950 -4.29620 -0.1 0.0 0.0
H 0.86820 2.19390 3.61330 -0.1 -0.1 -0.2
H -3.71720 0.61430 0.26070 0.0 0.0 0.1
H -3.73030 4.89940 -0.10220 0.0 0.1 0.0
H 0.77510 6.25220 0.22530 0.0 0.1 0.0
H 6.60950 -0.34670 -3.60280 0.0 -0.1 0.0
H 0.82300 1.13640 2.15120 -0.1 0.3 0.3
H 4.09160 2.93540 -4.69900 -0.1 0.0 -0.1
H -4.95010 2.75120 -0.05320 0.0 -0.1 0.0
H 2.41830 4.57220 0.18380 0.1 0.0 0.1
H 5.44470 -0.50200 -1.41200 0.1 -0.2 0.0
H -1.52910 6.10900 0.07620 0.0 0.0 0.0
H 5.85970 1.31220 -5.27070 0.1 0.1 0.0
H 2.90460 2.75600 -2.53300 -0.1 0.1 -0.1
```
Forces are in eV/Å.

The calculation puts the HOMO energy (alpha / beta) at -14.59 / -15.63 eV. The LUMO energy (alpha / beta) is -8.48 / -9.91 eV. Its charge is +2. Its multiplicity is 5.

Results of the Löwdin charge analysis, in e, for atoms 1 through 8:
1. Ir 1.55
2. Cl 0.71
3. S 0.73
4. O -0.44
5. O 0.00
6. O -0.19
7. O 0.19
8. O -0.09

=====

ORCA calculation (ωB97M-V/def2-TZVPD) on C4H7NO2 in the gas phase.

XYZ file:
```
14
Properties=species:S:1:pos:R:3:forces:R:3
O -0.79358 1.58918 -1.00772 -0.1 0.1 0.0
O -1.53494 0.31814 -1.24829 0.2 0.3 -0.4
N 0.77748 0.06476 -1.90877 -0.1 -0.1 -0.1
C -0.15748 0.36862 -0.92486 -0.1 -0.3 0.0
C -0.61780 0.55002 1.56321 0.0 0.0 0.1
C 0.58726 -1.41174 0.57330 0.0 0.1 0.0
C 0.03534 -0.20949 0.44305 0.1 -0.2 0.1
H -0.40105 0.07137 2.52092 0.0 0.1 -0.1
H 0.62387 -1.90185 1.54006 0.1 0.1 -0.1
H 0.96081 -1.96894 -0.28218 0.0 0.1 0.2
H -0.28031 1.59013 1.59428 0.0 -0.2 0.0
H 1.63958 -0.36390 -1.61620 -0.1 0.2 0.1
H 0.86481 0.73115 -2.66297 -0.1 -0.1 0.2
H -1.70400 0.57256 1.41617 0.2 0.0 0.0
```
Forces are in eV/Å.

The calculation puts the HOMO energy at -9.74 eV. The LUMO energy is 0.95 eV. As for the SMILES: C=C(C)C1(N)OO1.

Results of the Löwdin charge analysis, in e, for atoms 1 through 8:
1. O 0.06
2. O 0.07
3. N 0.16
4. C -0.63
5. C -0.04
6. C 0.07
7. C -0.27
8. H 0.08

=====

ORCA calculation (ωB97M-V/def2-TZVPD) on a molecular structure, C37H45BN10O3SV in a non-equilibrium geometry.

XYZ file:
```
98
Properties=species:S:1:pos:R:3:forces:R:3
V -1.22167 1.14477 0.79521 0.7 0.3 1.8
S 0.69674 -0.56559 0.79920 0.0 -0.1 -0.1
O -2.52048 -0.58723 1.27017 0.1 -0.1 0.0
O -1.91193 0.22130 -0.65443 -0.4 -0.5 -0.9
O 1.89700 0.99006 -3.57130 -0.1 0.0 0.0
N -0.40437 2.92058 0.34098 0.2 0.2 -0.5
N -0.06745 3.83118 5.16776 0.0 0.0 0.0
N 0.38000 3.90089 3.88217 0.1 0.0 -0.1
N 1.62395 1.55639 2.05534 0.4 -0.1 0.0
N -0.89068 -1.89149 -2.81567 0.1 0.0 -0.1
N -0.14191 3.70926 1.41635 0.2 -0.1 0.1
N 1.52483 -0.16876 -1.68820 0.0 0.1 0.1
N 0.42723 1.65786 2.69114 -0.5 -0.4 -0.3
N -2.40567 2.13477 2.04340 -0.1 -0.2 0.5
N -1.74367 2.71553 3.09450 -0.3 0.6 -0.1
C -2.32701 -3.37930 1.67414 -0.1 0.0 0.0
C -1.27983 -3.84183 -4.39251 0.0 0.0 0.0
C 0.78464 -1.13187 -0.91871 0.1 -0.1 -0.1
C 0.23662 4.91886 0.98787 -0.1 0.1 0.0
C -2.64322 3.07185 4.02292 0.0 0.0 0.0
C -1.55290 -0.65544 -3.33318 0.0 0.0 0.0
C -3.90118 2.70082 3.58858 0.0 0.0 0.0
C 3.14910 -3.51219 -5.24122 0.0 0.0 0.0
C 3.68863 -3.27382 -3.98147 0.0 0.0 0.0
C -4.72891 1.54421 1.41171 0.0 0.0 0.0
C -0.44558 -1.89266 -1.38210 -0.1 0.1 0.1
C 1.62500 4.45483 3.84867 0.1 0.0 0.0
C -0.24997 -4.06671 0.46703 0.0 0.0 0.0
C -3.71270 2.10710 2.34301 0.0 0.0 0.0
C 0.21295 4.93040 -0.39273 0.0 0.0 0.0
C -1.37835 -3.15330 0.54340 0.0 0.0 0.0
C 2.20403 -2.64603 -5.77289 0.0 0.0 0.0
C 1.96771 4.79273 5.12629 0.0 0.0 0.0
C 1.61989 0.16134 3.83667 -0.1 0.0 0.1
C 0.70856 4.48967 7.39739 0.0 0.0 0.0
C 1.79133 -1.53943 -5.04324 0.0 0.0 0.0
C 0.41916 0.81556 3.77770 0.1 0.0 0.1
C -0.20605 3.65409 -0.76419 0.0 0.1 0.0
C 0.86138 -3.77192 -0.22386 0.0 0.0 0.0
C 2.10146 -4.59794 -0.19207 0.0 0.0 0.0
C 2.29474 -1.32691 -3.76233 0.0 0.0 0.0
C 0.84032 -2.63379 -1.17482 -0.1 0.0 0.0
C -1.62261 -3.11447 -5.68786 0.0 0.0 0.0
C 0.86935 4.37951 5.91889 0.0 0.0 0.0
C 3.25891 -2.18678 -3.23772 0.0 0.0 0.0
C -1.47237 -2.08245 -0.30788 0.0 0.0 0.0
C -2.10152 -0.83906 0.12997 -0.1 -0.1 -0.4
C -1.69847 -3.15084 -3.10436 0.0 0.0 0.0
C 3.72803 0.30235 2.30780 0.0 0.0 0.0
C 1.87823 -0.09464 -3.03347 0.1 0.1 0.0
C -0.43980 3.10244 -2.12728 0.0 0.0 0.0
C 2.34882 0.64115 2.73733 0.0 0.3 -0.2
B -0.26971 3.08240 2.81915 0.0 0.1 0.1
H 4.45470 -3.92860 -3.58822 0.0 0.0 0.0
H -0.91485 0.19891 -3.12869 0.0 0.0 0.0
H -3.35553 -3.41823 1.31215 0.0 0.0 0.0
H -0.02765 -1.99298 -3.36638 0.0 0.0 0.0
H 2.87031 5.27712 5.45619 0.0 0.0 0.0
H 3.68298 -1.98830 -2.26026 0.0 0.0 0.0
H -1.09304 2.22935 -2.08556 0.0 0.0 0.0
H 1.93931 -0.55365 4.57530 0.0 0.0 0.0
H -2.51176 -0.53037 -2.84442 0.0 0.0 0.0
H -2.67064 -2.81099 -5.70708 0.0 0.0 0.0
H 1.38456 -2.86040 -2.08495 0.0 0.0 0.0
H -2.74610 -2.85193 -3.11776 0.0 0.0 0.0
H -5.21580 0.67710 1.85696 0.0 0.0 0.0
H 2.27390 -5.05608 -1.17012 0.0 0.0 0.0
H -2.09810 -4.30537 2.19395 0.0 0.0 0.0
H -0.34507 4.49629 7.66848 0.0 0.0 0.0
H 2.04393 -5.38609 0.55450 0.0 0.0 0.0
H 1.17082 5.40215 7.76974 0.0 0.0 0.0
H 2.17927 4.55032 2.92891 0.0 0.0 0.0
H -0.20753 -4.06324 -4.34708 0.0 0.0 0.0
H 4.43874 0.59750 3.08081 0.0 0.0 0.0
H -0.91626 3.85002 -2.75928 0.0 0.0 0.0
H -1.54214 -3.81339 -2.25552 0.0 0.0 0.0
H 0.46924 5.70365 1.68830 0.0 0.0 0.0
H -2.30843 3.55451 4.92482 0.0 0.0 0.0
H 1.10948 -0.81398 -5.47326 0.0 0.0 0.0
H -4.83364 2.84729 4.10470 0.0 0.0 0.0
H -1.45756 -3.77284 -6.53895 0.0 0.0 0.0
H -0.26740 -4.93536 1.11223 0.0 0.0 0.0
H -0.41311 0.82478 4.46485 0.0 0.0 0.0
H 3.48687 -4.36166 -5.81946 0.0 0.0 0.0
H 3.83566 -0.77300 2.16040 0.0 0.0 0.0
H 1.18503 3.64753 7.90155 0.0 0.0 0.0
H -1.78192 -4.81128 -4.38110 0.0 0.0 0.0
H -1.69007 -0.78378 -4.40240 0.0 0.0 0.0
H -5.49653 2.29022 1.20694 0.0 0.0 0.0
H 0.49725 2.81250 -2.60507 0.0 0.0 0.0
H 2.96969 -3.96946 0.02014 0.0 0.0 0.0
H 1.42998 0.76694 -1.30873 -0.1 0.0 -0.1
H -1.00331 -2.23083 -5.85040 0.0 0.0 0.0
H -2.28150 -2.54935 2.37917 0.0 0.0 0.0
H 3.97997 0.82262 1.38640 0.0 0.0 0.0
H 0.44569 5.75623 -1.04136 0.0 0.0 0.0
H -4.28298 1.24331 0.46571 0.0 0.0 0.0
H 1.81287 -2.81458 -6.76747 0.0 0.0 0.0
```
Forces are in eV/Å.

The calculation puts the HOMO energy (alpha / beta) at -13.15 / -13.16 eV. The LUMO energy (alpha / beta) is -6.16 / -8.14 eV. Its charge is +2. Its multiplicity is 4.

Results of the Löwdin charge analysis, in e, for atoms 1 through 8:
1. V 0.99
2. S 1.09
3. O 0.01
4. O -0.16
5. O 0.12
6. N -0.02
7. N 0.12
8. N 0.00

=====

ORCA calculation (ωB97M-V/def2-TZVPD) on a molecular structure, C8H18I2NO2P2Yb in a non-equilibrium geometry.

XYZ file:
```
34
Properties=species:S:1:pos:R:3:forces:R:3
Yb -1.80627 -0.97836 -0.02523 -1.3 0.4 -0.5
I -1.76487 3.59948 -2.67537 0.5 0.8 -0.3
I -3.26324 1.27198 -1.81199 0.2 -1.7 1.1
P 0.46861 -0.98136 -1.60715 1.6 2.5 -1.1
P -0.57497 0.91009 1.62413 1.5 2.4 -1.0
O 2.48592 -1.66024 1.77904 -4.7 -0.2 -1.4
O 0.50902 1.98233 -0.99217 -0.9 -2.9 1.4
N 0.11730 -1.62337 0.98262 5.8 -0.1 1.9
C 1.32188 -1.67829 1.40757 -0.4 0.4 -0.3
C 0.15349 -0.46408 -3.29614 -0.7 0.1 0.3
C 0.06934 0.98151 -0.55604 -0.2 1.0 -0.5
C -0.11098 -2.67821 -1.49147 0.5 -0.7 0.3
C 1.01075 1.43024 2.33969 0.1 -1.0 0.5
C -1.46332 2.46140 1.71645 -0.4 -0.4 -0.6
C -1.45481 -0.23332 2.69290 0.4 -0.5 0.6
C 2.28178 -0.87147 -1.60094 0.1 -1.0 0.6
H 0.63092 -1.28667 -3.81068 0.2 0.0 -0.8
H -1.21587 -2.78991 -1.64789 1.0 -0.3 -0.2
H 0.28272 -3.10955 -0.54872 -0.8 0.1 -0.7
H 2.59022 -1.66188 -2.32177 0.0 0.7 0.2
H 1.67030 0.54209 2.40111 0.1 0.8 -0.1
H 0.59072 0.51223 -3.51651 0.2 -0.2 0.0
H 0.49251 -3.13967 -2.28822 -0.8 -0.2 -0.3
H -0.92981 3.26298 1.20085 0.1 -0.1 0.3
H 2.64508 -1.22365 -0.61665 0.2 0.6 -0.5
H -2.46535 2.41027 1.30158 -0.2 0.0 0.1
H 0.74639 1.67707 3.39298 0.3 0.2 -0.6
H -1.49352 2.56173 2.79328 -0.2 0.8 0.3
H -2.49661 -0.45696 2.34538 0.6 0.2 0.8
H -1.41980 0.32077 3.64363 -0.8 -0.1 -0.1
H 1.45074 2.30830 1.79708 -0.5 -0.9 0.5
H -0.80750 -1.12033 2.84803 -0.9 0.4 -0.1
H -0.90122 -0.41741 -3.55143 -0.1 -0.1 0.0
H 2.65046 0.14226 -1.90795 -0.5 -1.0 0.4
```
Forces are in eV/Å.

The calculation puts the HOMO energy (alpha / beta) at -12.87 / -14.15 eV. The LUMO energy (alpha / beta) is -9.38 / -9.14 eV. Its charge is +2. Its multiplicity is 2.

Results of the Löwdin charge analysis, in e, for atoms 1 through 8:
1. Yb 1.00
2. I 0.07
3. I 0.03
4. P 0.80
5. P 0.80
6. O 0.12
7. O 0.00
8. N -0.19

=====

ORCA calculation (ωB97M-V/def2-TZVPD) on a molecular structure, CH2F3MgNO3S in a non-equilibrium geometry.

XYZ file:
```
12
Properties=species:S:1:pos:R:3:forces:R:3
S -0.32483 0.99707 0.29133 0.2 0.1 0.3
Mg 2.31611 0.56605 -1.08178 -0.8 -0.6 0.6
F -2.46159 0.32436 -1.16678 -0.4 0.0 -0.3
F -1.31357 -1.35330 -0.43260 0.0 -0.3 -0.2
F -2.57356 -0.23653 0.91506 -0.3 -0.1 0.2
O 0.30354 1.12285 -1.09212 -0.1 0.1 0.5
O -1.03443 2.21413 0.72783 1.1 -1.4 -0.6
O 2.20466 -1.23876 -0.25135 -0.1 0.3 -0.1
N 0.58649 0.29125 1.28074 0.3 -2.3 -0.8
C -1.75849 -0.13122 -0.13291 0.9 0.6 0.2
H 1.09836 -0.83522 0.84985 -1.0 3.8 0.2
H 2.95732 -1.72067 0.09273 0.1 0.0 0.0
```
Forces are in eV/Å.

The calculation puts the HOMO energy (alpha / beta) at -2.42 / -5.11 eV. The LUMO energy (alpha / beta) is 3.33 / 2.98 eV. Its charge is -1. Its multiplicity is 2.

Results of the Löwdin charge analysis, in e, for atoms 1 through 8:
1. S 0.44
2. Mg 0.58
3. F 0.11
4. F 0.11
5. F 0.11
6. O -0.54
7. O -0.36
8. O -0.51

=====

ORCA calculation (ωB97M-V/def2-TZVPD) on C9H15NO2S in the gas phase in a non-equilibrium geometry.

XYZ file:
```
28
Properties=species:S:1:pos:R:3:forces:R:3
S 1.65545 -1.26782 -1.27595 1.0 -2.1 -3.4
O -1.66679 -0.67496 -0.53482 -2.8 2.4 -3.5
O -0.66668 -1.88259 0.97073 0.2 -1.4 0.9
N 1.27575 -0.20359 1.15458 1.4 1.4 2.2
C -3.82832 -0.83661 0.51269 -1.1 -0.4 1.0
C -0.67344 -0.99290 0.16611 3.7 0.8 1.3
C 2.38534 -0.79782 1.23807 -1.2 -0.3 -2.0
C 0.13856 2.33585 0.36819 -4.8 1.9 -0.2
C 1.91632 1.74138 -1.14905 0.2 -1.0 -0.6
C 0.50651 1.23532 -0.59799 3.5 1.1 1.0
C -2.84694 -1.48944 -0.44213 -1.3 0.5 -1.5
C 0.63096 -0.17021 -0.08142 -2.7 -0.4 2.4
C 2.82622 -1.61840 0.06785 -0.1 1.6 1.1
H 2.72012 0.98617 -1.01435 -0.4 0.3 -0.3
H 2.88454 -2.63236 0.44614 0.1 -0.5 -0.8
H 3.00336 -0.78083 2.07845 0.6 0.2 1.7
H 2.26480 2.57510 -0.59639 0.2 0.8 0.9
H -3.40363 -1.54129 -1.48323 1.8 -0.2 1.8
H -4.34390 0.03991 0.06089 0.0 -0.9 0.0
H 3.77204 -1.21545 -0.32675 0.0 -0.7 0.1
H -4.56316 -1.59496 1.00318 1.1 1.4 -1.1
H -0.12414 1.23753 -1.39309 -2.1 -0.1 -2.2
H -0.83901 2.20285 0.99531 1.7 -0.4 -1.0
H -2.35587 -2.37520 -0.09553 -1.1 -1.3 0.1
H 0.86409 2.68048 1.05203 1.1 -0.1 0.6
H 1.95991 2.12491 -2.18353 -0.4 -0.7 0.2
H -3.28377 -0.36261 1.31540 0.3 -0.2 0.6
H -0.20831 3.27754 -0.25537 1.0 -1.7 0.9
```
Forces are in eV/Å.

The calculation puts the HOMO energy (alpha / beta) at -4.25 / -9.72 eV. The LUMO energy (alpha / beta) is 0.78 / -2.44 eV. Its multiplicity is 3.

Results of the Löwdin charge analysis, in e, for atoms 1 through 8:
1. S 0.97
2. O 0.02
3. O 0.10
4. N 0.08
5. C -0.08
6. C -0.58
7. C -0.18
8. C -0.09